Density functional theory data (ωB97M-V with the def2-TZVPD basis set) for a structure of composition C12H18CuGeNO6S2Se2.

Calculated values
Expectation value of S² = 0.75
Energy above the lowest of the compared OMol25 structures with the same formula, charge and spin = 8.3 kcal/mol
HOMO (spin up / spin down) = -5.36 / -5.35 eV
Orbital gap (spin up / spin down) = 7.732 / 5.793 eV
Strongest force on any atom = 0.0164 hartree/bohr
Spin multiplicity = 2
Net charge = -1

XYZ file:
```
43
Properties=species:S:1:pos:R:3:mulliken_spin:R:1
C 1.33 2.36 -2.03 0.000
H -2.70 -0.91 2.43 0.000
Se 2.04 2.48 4.79 0.144
O 3.18 2.95 0.03 0.005
C 1.84 4.10 5.63 -0.016
H -1.42 1.61 -3.84 0.000
O 1.71 1.47 1.32 -0.002
S -1.63 2.87 0.81 0.005
H 0.13 -5.17 1.04 0.000
S 1.87 2.72 0.57 -0.002
C -0.69 -1.55 -0.81 0.000
C -0.64 2.42 -0.64 -0.003
H -0.17 -0.90 -1.51 0.000
C -1.40 2.10 -1.76 0.000
H -0.56 -3.68 1.72 0.000
N 1.76 5.09 6.21 0.029
O -1.01 2.35 2.08 0.064
H 1.03 1.86 -4.09 0.000
H 2.41 2.47 -2.11 0.000
H 2.69 -3.60 0.21 0.000
O -2.90 2.22 0.61 0.005
H 2.13 -1.95 0.54 0.000
C 2.14 -2.76 -0.20 0.000
H -2.75 -2.14 1.14 0.000
H 0.59 -3.63 -3.13 0.000
Cu 0.69 2.74 2.88 0.703
H 0.68 -5.17 -2.27 0.000
C 0.16 -4.22 -2.31 0.000
H -2.47 2.00 -1.63 0.000
C 0.74 2.56 -0.79 -0.001
H -1.71 -1.68 -1.18 0.000
H -0.89 -4.41 -2.55 0.000
Ge 0.29 -3.23 -0.62 0.000
H -3.29 -0.45 0.82 0.000
C -2.59 -1.08 1.36 0.000
O 1.38 3.84 1.44 0.070
H -1.49 -4.64 0.56 0.000
C 0.56 2.02 -3.13 0.000
C -0.49 -4.29 0.82 0.000
C -0.81 1.89 -2.99 0.000
O -1.63 4.30 0.79 0.001
Se -0.78 -0.56 0.88 0.001
H 2.66 -2.39 -1.09 0.000
```



Density functional theory data (ωB97M-V with the def2-TZVPD basis set) for the molecule C10H13N3 at a distorted geometry.

Calculated values
Energy above the lowest of the compared OMol25 structures with the same formula, charge and spin = 62.4 kcal/mol
Structure (SMILES) = [H]/N=C1/[C@H](C)C[C@@H](C#N)C[C@]1(C)C#N
HOMO = -9.42 eV
Orbital gap = 9.992 eV
Strongest force on any atom = 0.0946 hartree/bohr
Spin multiplicity = 1

XYZ file:
```
26
Properties=species:S:1:pos:R:3:mulliken_charge:R:1
H 0.58 3.21 -0.36 0.505
C 0.37 -1.45 -0.23 0.689
C -0.45 -0.19 1.87 0.537
C -0.92 -2.12 -0.70 -1.577
C 0.34 -0.22 -1.03 -0.204
N 0.80 -0.11 -2.15 -0.678
H -1.02 -3.20 -0.66 0.371
C 0.03 1.17 1.24 -1.347
H 1.44 1.99 -1.15 0.458
H -0.53 1.98 1.63 0.468
H 1.12 1.38 1.59 0.350
H -0.88 -1.83 -1.77 0.437
H 0.79 0.78 -2.69 0.313
N -2.75 0.77 -0.65 -0.601
H -0.14 2.63 -1.88 0.401
N 0.11 0.04 4.43 -0.495
C 0.47 2.41 -0.95 -2.097
H 1.33 -2.06 -0.53 0.357
C -1.64 1.13 -0.58 -0.152
C -0.23 1.29 -0.20 1.903
H -1.54 -0.38 1.60 0.396
C 0.46 -1.20 1.29 -0.864
C -0.33 -0.12 3.37 -0.113
H 0.29 -2.18 1.82 0.313
H -1.75 -1.68 -0.19 0.320
H 1.57 -0.86 1.35 0.309
```



Density functional theory data (ωB97M-V with the def2-TZVPD basis set) for the molecule C5H9NO2 at a distorted geometry.

Calculated values
Energy above the lowest of the compared OMol25 structures with the same formula, charge and spin = 34.6 kcal/mol
Structure (SMILES) = C=C(CN)OC(C)=O
HOMO = -9.16 eV
Orbital gap = 10.000 eV
Strongest force on any atom = 0.0470 hartree/bohr
Spin multiplicity = 1

XYZ file:
```
17
Properties=species:S:1:pos:R:3:mulliken_charge:R:1
H -3.00 -0.31 -0.63 0.249
O 1.71 0.36 1.32 -0.582
N -0.40 -1.74 1.45 -0.612
H -2.55 1.49 -0.51 0.293
H -1.27 -1.97 -0.43 0.348
H -1.16 -1.34 2.00 0.285
H 0.45 -1.33 1.83 0.331
H 1.32 1.56 -1.71 0.316
O -0.09 1.19 0.17 -0.347
H 2.73 1.96 -0.71 0.318
C -1.01 0.12 -0.05 0.715
C -2.25 0.45 -0.42 -0.867
C 1.22 0.86 0.32 0.729
H 2.47 0.28 -1.30 0.288
C -0.55 -1.31 0.06 -0.859
C 1.99 1.19 -0.93 -0.919
H 0.40 -1.47 -0.47 0.315
```



Density functional theory data (ωB97M-V with the def2-TZVPD basis set) for the molecule C13H19P at a distorted geometry.

Calculated values
Energy above the lowest of the compared OMol25 structures with the same formula, charge and spin = 59.1 kcal/mol
Structure (SMILES) = C/C(Cc1ccccc1)=P/C(C)(C)C
HOMO = -8.46 eV
Orbital gap = 8.935 eV
Strongest force on any atom = 0.1002 hartree/bohr
Spin multiplicity = 1

XYZ file:
```
33
Properties=species:S:1:pos:R:3:mulliken_charge:R:1
C -3.56 -1.01 2.00 -1.668
H 1.31 -2.05 -1.94 0.232
H 1.25 -0.89 0.99 0.551
H -3.24 1.41 1.02 0.405
C -2.33 -0.28 1.64 1.090
C 1.31 1.49 -1.48 -0.518
H -3.46 -2.14 2.03 0.392
C -0.18 -1.01 -0.50 0.547
H -3.90 -0.70 2.99 0.397
C 3.89 0.49 -2.00 -0.508
H 4.08 1.99 -3.55 0.327
C 3.13 -0.07 -1.07 -0.344
C 3.41 1.59 -2.75 -0.396
H 1.75 2.85 -3.03 0.458
C 0.84 -0.23 0.24 -0.109
H -4.50 -1.09 1.38 0.344
C 1.82 0.35 -0.78 -0.008
H -1.49 1.66 1.41 0.320
H 3.57 -0.79 -0.45 0.439
C 2.13 2.05 -2.50 -0.734
H -0.50 -2.16 -2.40 0.477
H -0.34 -0.01 2.57 0.309
P -1.81 -1.32 -0.08 -0.203
H 0.27 -0.75 -2.52 0.412
H 0.29 0.63 0.80 -0.230
H 4.87 0.19 -2.18 0.453
C 0.26 -1.56 -1.86 -1.399
H -2.80 1.56 2.70 0.376
C -1.24 -0.68 2.69 -1.525
H -0.98 -1.67 2.52 0.466
H -1.67 -0.60 3.72 0.451
H 0.30 1.52 -1.34 0.540
C -2.46 1.26 1.73 -1.342
```



Density functional theory data (ωB97M-V with the def2-TZVPD basis set) for a structure of composition C37H59N5O2SSi3TeTi.

Calculated values
Expectation value of S² = 0.77
Energy above the lowest of the compared OMol25 structures with the same formula, charge and spin = 5.2 kcal/mol
HOMO (spin up / spin down) = -3.33 / -4.69 eV
Orbital gap (spin up / spin down) = 5.652 / 6.827 eV
Strongest force on any atom = 0.0088 hartree/bohr
Spin multiplicity = 2
Net charge = -1

XYZ file:
```
109
Properties=species:S:1:pos:R:3:mulliken_spin:R:1
C -2.38 0.46 2.98 0.042
H 4.90 1.75 2.85 0.000
H -5.23 -0.84 -3.88 0.000
H 1.53 1.35 -1.53 -0.003
H -3.93 -3.71 0.30 0.000
H 4.19 -5.74 5.45 0.000
H 4.42 -2.68 0.24 0.000
H 7.72 0.48 -1.96 0.000
C 3.16 -2.84 4.86 0.001
H -0.54 4.45 1.75 -0.003
C 3.78 -3.45 0.68 -0.001
H -3.76 -2.65 -3.53 0.000
N -2.81 1.66 2.81 -0.015
C -1.97 3.63 -2.04 0.011
H 1.09 1.22 -3.26 0.001
H 0.19 4.22 0.15 0.000
C -3.31 3.24 1.25 0.164
N -2.29 3.08 -0.85 0.141
H 5.73 -4.94 5.14 0.000
H -3.89 3.73 2.03 0.020
H 3.17 1.37 2.67 0.000
C 3.55 -3.20 2.14 -0.001
C 4.68 -4.77 5.42 -0.001
H 3.00 -2.70 5.93 0.000
C 2.71 -2.16 2.59 0.005
H -0.14 -2.12 -2.85 0.000
H 1.22 4.52 1.59 0.001
C -2.44 4.85 -2.47 0.093
C 4.19 0.99 2.53 0.001
H -5.91 2.00 -2.70 0.001
O -0.44 0.94 -1.91 -0.005
H 0.43 -0.95 -4.05 0.000
H 4.66 -4.35 6.42 0.000
C -3.10 3.80 0.00 0.146
H 1.82 -1.07 -1.62 0.000
H -4.38 2.04 -3.56 -0.002
H 4.83 -4.81 2.71 0.000
H 7.84 1.74 -0.74 0.000
H -4.66 0.38 0.76 -0.003
C -1.18 -2.92 -0.57 0.008
H 0.94 -0.46 3.86 -0.001
C -4.13 -2.67 0.02 0.001
H 1.08 -1.31 5.41 0.000
H -1.32 3.05 -2.67 0.004
H -2.65 0.42 -5.00 0.000
H -3.76 -4.08 -2.50 0.000
Si -2.80 -2.16 -1.22 0.002
H -1.25 -3.12 0.50 0.001
C 5.62 1.06 0.49 0.001
C 3.79 -0.38 -1.02 -0.002
H 6.97 2.04 -2.24 0.000
H -4.29 5.58 0.28 -0.003
H 0.64 2.66 -2.30 0.004
C 5.90 0.80 -0.84 -0.001
C -0.47 -1.38 -3.58 0.000
S -1.85 -0.60 1.72 0.004
C -3.64 5.05 -0.41 -0.023
N 0.01 1.70 0.56 -0.008
Si -1.52 0.01 -2.86 -0.005
H -0.31 -2.29 -0.72 -0.002
C 1.64 -0.91 4.56 0.003
H -1.00 -3.87 -1.08 0.000
C -2.74 -0.33 -1.59 0.027
O 0.77 2.21 2.67 -0.002
C 2.51 -1.99 3.97 -0.001
H -6.04 -0.47 0.08 0.000
H -6.60 -0.46 -2.84 0.000
C 7.18 1.29 -1.48 0.000
H 2.26 -0.09 4.94 0.000
H 4.25 -4.42 0.52 0.000
N -2.71 2.08 1.50 0.207
C -1.95 1.01 -4.40 -0.002
H -1.02 -1.90 -4.37 0.000
H 3.10 -2.24 -1.85 0.000
H -2.26 -3.54 -3.26 0.000
C 4.00 -3.85 4.44 -0.001
Si -4.50 0.26 -1.75 -0.006
H -2.40 1.98 -4.21 0.003
H 2.96 -0.87 -2.95 0.000
C 0.31 4.03 1.22 0.006
H -2.15 5.22 -3.44 0.009
H -4.52 2.79 -1.97 0.000
H -5.62 -1.90 -2.53 0.000
H -2.44 0.67 4.98 -0.001
N -2.41 -0.06 4.27 0.022
C -5.37 0.37 -0.07 0.026
H -3.71 6.53 -1.94 0.010
C 4.97 0.09 -1.59 0.000
H -5.96 1.29 -0.02 -0.003
H 5.17 -0.12 -2.63 0.000
Te 1.73 -0.81 1.26 -0.011
H 6.32 1.63 1.08 0.000
C -4.82 1.94 -2.57 0.007
H -4.11 -2.07 0.92 0.000
H -5.14 -2.64 -0.41 0.000
C 4.43 0.63 1.09 0.000
H 2.83 -3.43 0.13 0.000
H -1.05 1.16 -5.01 0.000
C -3.18 -3.19 -2.78 0.000
H 4.30 0.12 3.17 0.000
C 2.86 -1.18 -1.91 0.001
C 0.39 2.55 1.55 -0.025
Ti -1.56 1.17 -0.03 0.067
H -1.72 -0.77 4.44 0.000
C 0.77 1.57 -2.28 0.003
C 4.19 -4.02 3.07 0.001
C 3.52 -0.12 0.33 0.001
C -5.58 -0.86 -2.85 0.001
C -3.31 5.57 -1.62 0.084
```



Density functional theory data (ωB97M-V with the def2-TZVPD basis set) for the molecule C4H8O2.

Calculated values
Energy above the lowest of the compared OMol25 structures with the same formula, charge and spin = 46.9 kcal/mol
Structure (SMILES) = C[C@@H](O)[C@H]1CO1
HOMO = -10.15 eV
Orbital gap = 11.217 eV
Strongest force on any atom = 0.0070 hartree/bohr
Spin multiplicity = 1

XYZ file:
```
14
Properties=species:S:1:pos:R:3:mulliken_charge:R:1
C 0.14 -0.32 -0.76 0.020
H 0.01 0.41 -1.56 0.320
C -0.20 1.71 0.75 -1.382
H 1.37 -1.63 -2.07 0.237
C -0.18 0.19 0.65 0.409
O -1.49 -0.23 0.99 -0.531
H -0.90 2.12 0.01 0.346
O -0.44 -1.59 -1.01 -0.477
H 1.53 -2.01 -0.28 0.229
H -1.58 -1.13 0.64 0.336
H -0.56 2.00 1.74 0.331
C 0.98 -1.49 -1.06 -0.395
H 0.79 2.16 0.58 0.361
H 0.54 -0.21 1.38 0.197
```



Which of these has the highest strongest force on any atom?
C13H19P



What is the spin multiplicity in the first record?
2